(1)
Below is C3H6Cl2OSi in the gas phase, with properties calculated with wB97M-V/def2-TZVPD.

The value obtained for the HOMO energy is -0.3686 hartree. As for the energy above the lowest of the compared OMol25 structures with the same formula, charge and spin: 2.8048 eV. As for the LUMO energy: 0.43 eV. For the total energy, the calculation gives -38177.922 eV.

Cartesian coordinates (Å):
Cl 1.01311 2.16741 -1.18480
Cl 1.87068 -1.16637 1.76454
Si 0.48290 -0.16554 0.67396
O 1.59317 1.05509 -0.06260
C 0.05915 -1.47897 -1.89795
C -0.69363 1.04183 1.46633
C -0.31329 -1.26002 -0.62417
H -1.23728 1.71650 0.77707
H -1.33034 -1.62089 -0.24893
H 0.84285 -0.88803 -2.26232
H -0.28268 1.72288 2.32477
H -0.46190 -1.88161 -2.67732
H -1.54273 0.75773 1.95140

The net atomic charges from natural (NBO), expressed in e, are:
1. Cl 0.2199
2. Cl -0.3377
3. Si 1.7744
4. O -0.8744
5. C -0.2934
6. C -1.1819
7. C -0.7026
8. H 0.2732
9. H 0.2218
10. H 0.1915
11. H 0.2684
12. H 0.1940
13. H 0.2469


(2)
Below is C2H2N2O2S in the gas phase, with properties calculated with wB97M-V/def2-TZVPD.

The value obtained for the HOMO energy is -0.3686 hartree. As for the energy above the lowest of the compared OMol25 structures with the same formula, charge and spin: 2.9305 eV. As for the LUMO energy: 0.24 eV. For the total energy, the calculation gives -20013.419 eV.

Cartesian coordinates (Å):
S 0.86732 -1.28411 1.76613
O 0.97899 -0.98397 -1.44426
O -0.55954 0.81929 1.07611
N -0.84596 1.58718 -0.01602
N 0.17085 -0.28813 0.61672
C 0.38420 -0.21158 -0.75822
C -0.34528 1.03835 -1.06170
H -0.46383 1.48028 -2.02756
H -0.18676 -2.15732 1.84881

The net atomic charges from natural (NBO), expressed in e, are:
1. S 0.2732
2. O -0.5570
3. O -0.1631
4. N -0.0298
5. N -0.3363
6. C 0.5719
7. C -0.1093
8. H 0.2316
9. H 0.1188


(3)
Below is a molecular structure, C44H37F6N3O4P3S2Sn, with properties calculated with wB97M-V/def2-TZVPD.

The value obtained for the HOMO energy is -0.3988 hartree. As for the total charge: +1. As for the LUMO energy: -2.63 eV. For the total energy, the calculation gives -130555.910 eV.

Cartesian coordinates (Å):
Sn 0.49087 -0.58271 2.01028
S 1.27341 0.82488 5.39544
S 3.38867 1.40986 3.63963
P 1.02803 -0.44232 -0.81409
P -2.17105 -0.64855 1.78557
P -0.91945 1.32072 -2.63705
F 5.39288 1.24934 5.25023
F 4.56489 -0.67339 4.65297
F 5.76245 0.37030 3.24046
F 2.70301 -0.91192 6.87182
F 0.59706 -1.40415 6.32076
F 2.22688 -1.54060 4.83858
O 0.44397 0.46570 4.25490
O 0.63896 1.42558 6.54313
O 3.73892 2.72162 3.16718
O 2.76468 0.54539 2.62514
N -2.46957 0.89980 1.15830
N -0.31031 1.60325 1.66773
N 2.54076 1.57148 4.96948
C 1.51148 -4.58723 -1.24164
C 2.47737 0.40691 -1.43122
C -3.77368 0.06454 -6.02614
C -2.97730 -0.85196 3.30932
C -2.44742 -3.09291 0.56812
C 4.39636 0.67073 -2.85963
C 0.57500 2.61773 1.82510
C -3.48769 1.40507 -5.93972
C -3.94974 -1.42630 -0.22647
C 2.45252 -4.82110 -0.27419
C -2.58579 1.80625 -4.95973
C 3.00758 -3.71680 0.38948
C -3.29882 -0.89960 -5.21425
C -2.38635 -0.48897 -4.21017
C -4.50725 -1.84828 4.82916
C 4.78880 1.76270 -2.10876
C -2.92194 -0.24945 5.65838
C -0.99230 4.27614 1.29878
C -2.89598 -1.77082 0.56381
C 1.53485 -2.19204 -0.80796
C -3.06471 -4.05688 -0.17928
C 2.06072 1.82682 -5.53385
C 3.22422 -0.02588 -2.53196
C 1.01153 -3.27462 -1.51971
C 2.87869 1.51266 -0.71036
C 2.55984 -2.45060 0.14103
C -1.93145 3.27260 1.17176
C -2.42306 -0.09563 4.36954
C 0.98355 1.24533 -4.80838
C 4.02654 2.22319 -1.07698
C 2.15710 3.65086 -3.94198
C 4.90654 0.52168 4.23295
C 0.32070 3.97093 1.69578
C 1.08003 3.11729 -3.27116
C 0.48603 1.93381 -3.65506
C -4.21043 -3.73637 -0.91433
C 1.75759 -0.87573 5.89503
C 2.61376 3.07283 -5.11039
C -1.54939 1.93383 1.32313
C -4.07490 -1.69372 3.52290
C -3.95917 -1.13059 5.88862
C -4.60002 -2.42025 -0.94435
C -0.23833 -0.37653 -2.16505
C -2.07553 0.85790 -4.03502
H 3.42242 3.58449 -5.55669
H 0.18966 -0.85918 -3.03261
H -3.60858 -1.93189 -5.33436
H 2.46549 1.43513 -6.46889
H -1.16425 -0.88213 -1.79872
H -2.43020 0.21879 6.49592
H 2.89758 -0.91895 -3.07127
H 2.45146 1.77441 0.25919
H -2.98157 3.50568 0.92740
H -2.61811 -5.06111 -0.10926
H -4.29646 -1.36280 6.88479
H 2.72302 -5.91302 0.00066
H 4.43482 3.02390 -0.44447
H 1.04051 4.73188 1.96951
H 4.88564 0.47579 -3.81574
H 3.01144 -1.64238 0.68903
H -1.58057 0.54524 4.19339
H 0.26367 -3.12316 -2.27258
H 3.69370 -3.94487 1.19314
H 2.70082 4.55029 -3.61822
H -1.98692 -1.22980 -3.48811
H -5.30823 -2.54209 5.08820
H -4.38157 -0.43106 -0.13131
H 0.61508 0.22449 -5.05783
H 0.75052 3.57876 -2.37511
H -4.46904 -2.29321 2.67894
H 1.47382 2.32300 2.22494
H -4.82787 -4.49544 -1.35501
H -3.39914 1.28966 1.29123
H -1.35275 5.29685 1.16492
H -5.47115 -2.22248 -1.62422
H -1.63924 -3.38349 1.23503
H 5.67401 2.31554 -2.36122
H -3.84343 2.03692 -6.68185
H -2.17790 2.76541 -4.97870
H -4.36326 -0.30862 -6.87297
H 1.06195 -5.40241 -1.77277

Löwdin atomic charge list, values in e, 99 entries:
1. Sn 1.1977
2. S 0.5988
3. S 0.6377
4. P 0.9293
5. P 0.8971
6. P 1.0340
7. F 0.1542
8. F 0.1613
9. F 0.1755
10. F 0.1372
11. F 0.1301
12. F 0.1084
13. O -0.4954
14. O -0.2341
15. O -0.2588
16. O -0.4680
17. N -0.0839
18. N -0.0283
19. N -0.2707
20. C -0.0792
21. C -0.3929
22. C -0.1216
23. C -0.3632
24. C -0.1137
25. C -0.0548
26. C -0.1285
27. C -0.0593
28. C -0.0946
29. C -0.0795
30. C -0.0682
31. C -0.0762
32. C -0.0806
33. C -0.1065
34. C -0.0680
35. C -0.0847
36. C -0.0443
37. C -0.0277
38. C -0.3837
39. C -0.4014
40. C -0.0643
41. C -0.0551
42. C -0.0593
43. C -0.0592
44. C -0.0970
45. C -0.1613
46. C -0.0011
47. C -0.0765
48. C -0.0728
49. C -0.0632
50. C -0.0940
51. C -0.6784
52. C 0.0014
53. C -0.1370
54. C -0.4126
55. C -0.0595
56. C -0.6344
57. C -0.0735
58. C -0.3853
59. C -0.0591
60. C -0.0533
61. C -0.0745
62. C -0.5199
63. C -0.3713
64. H 0.0916
65. H 0.0383
66. H 0.1078
67. H 0.1025
68. H 0.0307
69. H 0.1170
70. H 0.1186
71. H 0.0736
72. H 0.1310
73. H 0.1231
74. H 0.1137
75. H 0.1448
76. H 0.1239
77. H 0.1254
78. H 0.1168
79. H 0.0793
80. H 0.0623
81. H 0.0901
82. H 0.1119
83. H 0.1182
84. H 0.0784
85. H 0.1150
86. H 0.1110
87. H 0.1140
88. H 0.0805
89. H 0.1197
90. H 0.0306
91. H 0.1103
92. H 0.1195
93. H 0.1236
94. H 0.1330
95. H 0.1107
96. H 0.1103
97. H 0.0901
98. H 0.0856
99. H 0.1171


(4)
Below is a molecular structure, C11H23FNO2P2Tm, with properties calculated with wB97M-V/def2-TZVPD.

The value obtained for the HOMO energy (spin up / spin down) is -0.5754 / -0.5754 hartree. As for the total charge: +2. Its spin multiplicity is 3. As for the energy above the lowest of the compared OMol25 structures with the same formula, charge and spin: 0.1315 eV. As for the LUMO energy (spin up / spin down): -6.44 / -6.38 eV. For the total energy, the calculation gives -68179.275 eV.

Cartesian coordinates (Å):
Tm 0.37437 0.97457 0.82690
P 2.33330 -0.84455 1.58037
P -2.34689 0.98673 0.24826
F -0.11727 2.57542 2.28223
O 1.51478 1.78826 -0.57518
O -0.38061 4.24531 0.30484
N -0.09402 -0.91408 -0.52672
C -3.85036 1.04803 1.27558
C -1.27267 -1.29797 -1.07202
C -1.26990 -2.26966 -2.07205
C 1.07977 -1.43191 -0.96834
C -2.57699 -0.65938 -0.58980
C 2.36403 -0.90384 -0.32405
C 2.23175 -2.62713 1.91483
C 1.12361 -2.36220 -2.00041
C 4.08666 -0.44507 1.87992
C -0.07183 -2.81161 -2.55423
C -2.79035 2.08650 -1.13784
H 0.13826 4.12892 -0.53084
H -0.05764 -3.56093 -3.35687
H 1.97971 2.12722 -1.36068
H 4.75593 -1.28799 1.66829
H -2.57689 3.12101 -0.83739
H -3.26549 -0.52552 -1.44591
H 4.17137 -0.18978 2.94100
H -3.08322 -1.33132 0.13007
H 2.48582 0.19595 -0.65994
H -3.99215 0.08925 1.79688
H -2.22125 -2.57187 -2.50606
H -2.18481 1.84160 -2.01945
H 4.40414 0.43352 1.30618
H -4.74243 1.27856 0.67076
H 1.38274 -3.07058 1.38152
H -0.20598 3.24733 1.57220
H 2.04645 -2.71882 2.99180
H -3.70221 1.83370 2.03144
H -0.31196 5.20411 0.49367
H 3.16022 -3.15354 1.65541
H 2.09358 -2.72832 -2.33358
H 3.24274 -1.46477 -0.69586
H -3.85431 1.96485 -1.38495

The net atomic charges from natural (NBO), expressed in e, are:
1. Tm 1.9020
2. P 0.7545
3. P 0.7400
4. F -0.5528
5. O -1.1998
6. O -0.9656
7. N -0.6381
8. C -0.9163
9. C 0.2507
10. C -0.2337
11. C 0.2529
12. C -0.7295
13. C -0.7717
14. C -0.9218
15. C -0.2373
16. C -0.9216
17. C -0.0872
18. C -0.9197
19. H 0.5222
20. H 0.2605
21. H 0.5285
22. H 0.2648
23. H 0.2587
24. H 0.2705
25. H 0.2649
26. H 0.2731
27. H 0.3043
28. H 0.2613
29. H 0.2489
30. H 0.2523
31. H 0.2620
32. H 0.2662
33. H 0.2544
34. H 0.5957
35. H 0.2635
36. H 0.2616
37. H 0.5306
38. H 0.2645
39. H 0.2506
40. H 0.2738
41. H 0.2622


(5)
Below is CH3ClN2 in the gas phase, with properties calculated with wB97M-V/def2-TZVPD.

The value obtained for the HOMO energy (spin up / spin down) is -0.3548 / -0.3688 hartree. As for the energy above the lowest of the compared OMol25 structures with the same formula, charge and spin: 5.2912 eV. As for the LUMO energy (spin up / spin down): -0.52 / -0.68 eV. For the total energy, the calculation gives -16583.660 eV.

Cartesian coordinates (Å):
Cl -2.19712 -0.03937 0.16323
N 0.45429 -1.08579 0.03695
N -0.84875 0.27889 -0.59566
C 0.34424 0.33642 0.19820
H 0.90606 -1.08946 -0.95595
H 0.21185 0.62479 1.31198
H 1.12945 0.97452 -0.15874

The net atomic charges from natural (NBO), expressed in e, are:
1. Cl 0.2410
2. N -0.4142
3. N -0.3486
4. C -0.1505
5. H 0.3224
6. H 0.1651
7. H 0.1850


What did the fourth record say?
Below is a molecular structure, C11H23FNO2P2Tm, with properties calculated with wB97M-V/def2-TZVPD.

The value obtained for the HOMO energy (spin up / spin down) is -0.5754 / -0.5754 hartree. As for the total charge: +2. Its spin multiplicity is 3. As for the energy above the lowest of the compared OMol25 structures with the same formula, charge and spin: 0.1315 eV. As for the LUMO energy (spin up / spin down): -6.44 / -6.38 eV. For the total energy, the calculation gives -68179.275 eV.

Cartesian coordinates (Å):
Tm 0.37437 0.97457 0.82690
P 2.33330 -0.84455 1.58037
P -2.34689 0.98673 0.24826
F -0.11727 2.57542 2.28223
O 1.51478 1.78826 -0.57518
O -0.38061 4.24531 0.30484
N -0.09402 -0.91408 -0.52672
C -3.85036 1.04803 1.27558
C -1.27267 -1.29797 -1.07202
C -1.26990 -2.26966 -2.07205
C 1.07977 -1.43191 -0.96834
C -2.57699 -0.65938 -0.58980
C 2.36403 -0.90384 -0.32405
C 2.23175 -2.62713 1.91483
C 1.12361 -2.36220 -2.00041
C 4.08666 -0.44507 1.87992
C -0.07183 -2.81161 -2.55423
C -2.79035 2.08650 -1.13784
H 0.13826 4.12892 -0.53084
H -0.05764 -3.56093 -3.35687
H 1.97971 2.12722 -1.36068
H 4.75593 -1.28799 1.66829
H -2.57689 3.12101 -0.83739
H -3.26549 -0.52552 -1.44591
H 4.17137 -0.18978 2.94100
H -3.08322 -1.33132 0.13007
H 2.48582 0.19595 -0.65994
H -3.99215 0.08925 1.79688
H -2.22125 -2.57187 -2.50606
H -2.18481 1.84160 -2.01945
H 4.40414 0.43352 1.30618
H -4.74243 1.27856 0.67076
H 1.38274 -3.07058 1.38152
H -0.20598 3.24733 1.57220
H 2.04645 -2.71882 2.99180
H -3.70221 1.83370 2.03144
H -0.31196 5.20411 0.49367
H 3.16022 -3.15354 1.65541
H 2.09358 -2.72832 -2.33358
H 3.24274 -1.46477 -0.69586
H -3.85431 1.96485 -1.38495

The net atomic charges from natural (NBO), expressed in e, are:
1. Tm 1.9020
2. P 0.7545
3. P 0.7400
4. F -0.5528
5. O -1.1998
6. O -0.9656
7. N -0.6381
8. C -0.9163
9. C 0.2507
10. C -0.2337
11. C 0.2529
12. C -0.7295
13. C -0.7717
14. C -0.9218
15. C -0.2373
16. C -0.9216
17. C -0.0872
18. C -0.9197
19. H 0.5222
20. H 0.2605
21. H 0.5285
22. H 0.2648
23. H 0.2587
24. H 0.2705
25. H 0.2649
26. H 0.2731
27. H 0.3043
28. H 0.2613
29. H 0.2489
30. H 0.2523
31. H 0.2620
32. H 0.2662
33. H 0.2544
34. H 0.5957
35. H 0.2635
36. H 0.2616
37. H 0.5306
38. H 0.2645
39. H 0.2506
40. H 0.2738
41. H 0.2622